# 1
Here is a molecular structure, C29H29CrN3Si in a non-equilibrium geometry from the OMol25 dataset. Energies are from wB97M-V/def2-TZVPD.

Properties
Lowest unoccupied orbital energy (spin up / spin down), eV: -4.03 / -4.88
Highest occupied orbital energy (spin up / spin down), eV: -9.5 / -10.9
Spin multiplicity: 4
Total charge: +1
F_max, eV Å⁻¹: 4.8
Expectation value of S²: 3.88
Gap between HOMO and LUMO (spin up / spin down), eV: 5.4728 / 6.0502

Each line ends with the Mulliken charge.
CARTESIAN COORDINATES (ANGSTROEM)
Cr: 0.88120 -0.05889 0.45895  -1.482
Si: -1.16772 -0.88703 -0.35780  2.450
N: 1.83065 2.33267 -1.04480  -0.963
N: 2.30441 1.14697 -0.65970  0.992
N: 0.07385 1.92012 0.45156  0.856
C: -4.78313 0.91186 -1.62776  -0.704
C: -3.62700 -4.12398 0.82182  -0.751
C: -3.54396 0.26673 -1.59609  -0.623
C: 6.36771 0.93834 -1.96267  -0.508
C: 5.68643 2.15806 -1.87347  -0.618
C: -1.59485 3.63045 0.79171  -0.851
C: 1.02221 0.26375 2.63130  -0.240
C: 0.12768 4.03244 -0.80709  -0.630
C: -3.47162 0.53284 0.79100  0.204
C: -1.35251 -4.88055 1.01096  -0.803
C: 4.34747 2.19807 -1.45692  -0.389
C: -1.78759 -2.55964 0.36555  0.328
C: 3.65510 1.02487 -1.08538  0.437
C: -5.35236 1.42596 -0.46056  -0.534
C: -2.82855 0.12312 -0.39773  -0.132
C: 1.76258 -1.74706 1.73364  -0.782
C: 0.69129 -1.27663 -1.57069  -1.375
C: 0.65635 2.75649 -0.45717  0.131
C: 2.27667 0.51055 1.96893  -0.715
C: 2.73981 -0.75184 1.43525  -0.003
C: -4.70806 1.19192 0.75636  -0.797
C: -3.16307 -2.83074 0.54250  -0.478
C: 5.66754 -0.23805 -1.66507  -0.847
C: -1.03026 4.48672 -0.18669  -0.586
C: -0.89163 -3.58550 0.73574  0.201
C: 4.33566 -0.20668 -1.25540  -0.237
C: -2.72139 -5.17041 1.01312  -0.467
C: -0.94506 2.45340 1.16726  -0.190
C: 0.73285 -1.13884 2.51012  -0.661
H: 3.71842 -0.96715 1.01587  0.936
H: 0.70595 4.60289 -1.53406  0.519
H: 3.82837 3.15826 -1.46448  0.385
H: -2.55311 3.88402 1.26251  0.432
H: 6.19343 3.08822 -2.13745  0.369
H: 1.85834 -2.80957 1.49968  0.710
H: -1.46270 5.47386 -0.41844  0.406
H: 2.83288 1.44857 1.93920  0.432
H: -4.69900 -4.32239 0.86100  0.407
H: 0.18481 -3.38800 0.79733  -0.064
H: -1.01075 -1.08449 -1.89806  -0.217
H: -0.08457 -1.67678 2.99204  0.527
H: 7.41240 0.88209 -2.28638  0.380
H: -0.63459 -5.68028 1.19775  0.401
H: 0.75696 -0.58875 -2.44396  0.421
H: -5.17641 1.52065 1.68913  0.411
H: -3.89094 -2.01840 0.45216  0.245
H: 3.79313 -1.13420 -1.09782  0.433
H: 0.48838 1.00563 3.22445  0.646
H: -3.07349 -6.19489 1.13897  0.393
H: 1.71624 -1.20526 -1.05315  0.286
H: -3.05892 0.28061 1.77531  0.386
H: 0.57242 -2.33831 -1.85959  0.644
H: -6.30147 1.96052 -0.49482  0.418
H: -3.15979 -0.20782 -2.49702  0.356
H: -1.31225 1.88027 2.02630  0.395
H: 6.15925 -1.20413 -1.75261  0.374
H: -5.31027 0.99867 -2.57370  0.413
H: -0.68343 -0.21334 0.91905  0.322

# 2
Here is CH3N2OP in the gas phase in a non-equilibrium geometry from the OMol25 dataset. Energies are from wB97M-V/def2-TZVPD.

Properties
Lowest unoccupied orbital energy, eV: -0.88
Highest occupied orbital energy, eV: -8.7
F_max, eV Å⁻¹: 4.9
Structure (SMILES): O=PN1CN1
Gap between HOMO and LUMO, eV: 7.7805

Each line ends with the Mulliken charge.
CARTESIAN COORDINATES (ANGSTROEM)
P: 3.12815 0.36457 -0.12756  0.451
O: 3.61011 -0.94355 0.27538  -0.359
N: 1.31069 0.47037 0.54661  -0.246
N: 0.19783 1.17092 0.03720  -0.485
C: 0.29669 -0.26935 -0.08974  -0.110
H: 0.56403 -0.64168 -1.04452  0.281
H: 0.23612 1.74965 -0.82978  0.246
H: -0.15396 -0.91164 0.57945  0.222

# 3
Here is 2 unconnected molecules or ions with the total composition C4H8N2S in a non-equilibrium geometry from the OMol25 dataset. Energies are from wB97M-V/def2-TZVPD.

Properties
Lowest unoccupied orbital energy (spin up / spin down), eV: -1.09 / -0.73
Highest occupied orbital energy (spin up / spin down), eV: -10.4 / -8.2
F_max, eV Å⁻¹: 2.4
Gap between HOMO and LUMO (spin up / spin down), eV: 9.3144 / 7.4973

Each line ends with the Mulliken charge.
CARTESIAN COORDINATES (ANGSTROEM)
S: -2.38090 -0.91707 -0.78396  -0.160
N: -0.85356 -1.13955 2.24150  -0.484
N: -1.86065 2.14561 1.52870  -0.471
C: -1.68336 1.27647 0.77177  0.293
C: 0.13098 0.13202 -0.42160  -0.479
C: -1.30084 0.21177 -0.03081  0.097
C: 0.42195 0.88975 -1.73763  -1.133
H: -0.83655 -0.26626 2.71629  0.253
H: -1.72035 -1.56038 2.56725  0.234
H: 1.46213 0.87831 -2.13122  0.339
H: -1.50407 -2.02418 -0.91334  0.191
H: -0.22518 0.49362 -2.47955  0.336
H: 0.86059 0.32282 0.29199  0.402
H: 0.16247 2.00172 -1.78187  0.283
H: 0.29626 -0.97092 -0.45232  0.299

# 4
Here is C6H4O in the gas phase in a non-equilibrium geometry from the OMol25 dataset. Energies are from wB97M-V/def2-TZVPD.

Properties
Lowest unoccupied orbital energy, eV: 0.45
Highest occupied orbital energy, eV: -8.6
F_max, eV Å⁻¹: 3.0
Structure (SMILES): C1=C[C@]23C=C[C@]12O3
Gap between HOMO and LUMO, eV: 9.0118

Each line ends with the Mulliken charge.
CARTESIAN COORDINATES (ANGSTROEM)
O: 0.24747 -0.88476 -1.41901  -0.290
C: 0.52972 -1.00505 0.97357  -0.761
C: -0.77876 -0.86074 0.89264  -0.440
C: -0.72856 -0.31318 -0.54419  0.301
C: -0.55315 1.19449 -0.57987  -0.577
C: 0.85184 -0.33945 -0.36148  0.938
C: 0.74624 1.11380 -0.50710  -0.847
H: 1.39979 1.85253 -0.75244  0.455
H: -1.18448 2.04033 -0.57627  0.410
H: -1.67513 -1.21965 1.29518  0.402
H: 1.14501 -1.57832 1.57897  0.409

# 5
Here is a molecular structure, C12H14FO21Pb in a non-equilibrium geometry from the OMol25 dataset. Energies are from wB97M-V/def2-TZVPD.

Properties
Lowest unoccupied orbital energy, eV: 5.37
Highest occupied orbital energy, eV: 1.1
Total charge: -3
F_max, eV Å⁻¹: 6.6
Gap between HOMO and LUMO, eV: 4.2807

Each line ends with the Mulliken charge.
CARTESIAN COORDINATES (ANGSTROEM)
Pb: 1.08016 -0.21607 0.51190  2.611
F: -2.67849 -5.30049 -1.40959  -0.343
O: -0.22513 -3.86176 -0.02206  -0.164
O: 1.24267 -2.91425 -3.42591  -0.542
O: -1.40035 3.14093 0.70460  -0.183
O: 1.35948 2.18511 -0.73098  -0.755
O: 0.13835 3.37530 -2.26303  -0.478
O: 1.84444 -3.62938 3.32869  -0.843
O: 5.70843 0.43687 -0.04497  -0.846
O: 5.03082 -1.70133 -0.07964  -0.381
O: -1.64322 -3.26666 -1.63162  -0.361
O: 3.61509 0.06819 0.45112  -0.637
O: 2.56086 2.48797 2.47309  -0.656
O: -0.96063 -1.71349 -0.18575  -0.360
O: 0.91934 2.88995 3.93850  -0.556
O: 0.47963 -2.06198 2.43750  -0.287
O: -1.21839 0.93182 0.60479  -0.614
O: -3.06259 2.00164 -0.12819  -0.400
O: 1.59388 -1.13688 -1.98626  -0.662
O: 2.92306 -2.84836 -1.92428  -0.628
O: 1.04144 0.95921 2.76163  -0.649
O: 2.06838 4.14586 -1.36148  -0.759
O: 2.28106 -2.76741 1.33868  -0.583
C: 1.21433 3.23252 -1.40750  0.500
C: -3.43420 3.35717 -0.26170  0.520
C: -2.28266 4.18234 0.41242  -0.424
C: 4.73328 -0.36524 0.11203  0.504
C: 1.58930 2.06037 3.12616  0.598
C: -1.82290 1.93803 0.36975  0.472
C: -4.89157 3.60224 0.17883  -1.440
C: -0.37251 -5.04814 -0.80032  -0.489
C: 1.56483 -2.87965 2.36153  0.724
C: -0.98705 -2.83517 -0.55363  0.526
C: -1.52437 -4.66902 -1.74639  0.256
C: 1.92471 -2.31198 -2.40263  0.449
H: -5.13925 4.61794 0.47905  0.337
H: -1.92436 4.87436 -0.34900  0.243
H: 0.21125 -2.28802 3.34041  0.149
H: -5.55196 3.21247 -0.60165  0.347
H: -0.81644 -5.73612 -0.07652  0.316
H: -2.53015 4.72162 1.32735  0.237
H: 0.29889 4.23109 -2.67511  0.255
H: 0.45745 -2.38771 -3.61306  0.316
H: 0.53322 -5.46632 -1.23148  0.290
H: 0.14490 2.38474 4.21812  0.292
H: -3.39681 3.62148 -1.32018  0.236
H: -5.26512 2.91277 0.94215  0.371
H: -1.33414 -4.81867 -2.80970  0.264
H: 5.90302 -1.34790 -0.37566  0.227

# 6
Here is 10 unconnected molecules or ions with the total composition C49H101F12N5O9 in a non-equilibrium geometry from the OMol25 dataset. Energies are from wB97M-V/def2-TZVPD.

Properties
Lowest unoccupied orbital energy (spin up / spin down), eV: -2.13 / -6.24
Highest occupied orbital energy (spin up / spin down), eV: -9.6 / -9.6
Spin multiplicity: 2
Total charge: +1
F_max, eV Å⁻¹: 5.9
Expectation value of S²: 0.75
Gap between HOMO and LUMO (spin up / spin down), eV: 7.4759 / 3.3704

Each line ends with the Mulliken charge.
CARTESIAN COORDINATES (ANGSTROEM)
F: -0.80304 -3.01752 5.46949  -0.241
F: -3.35005 4.50224 0.37365  -0.255
F: 7.76963 -3.02562 3.41449  -0.228
F: -1.68243 5.83079 0.38858  -0.232
F: 7.85878 -1.36867 4.78804  -0.247
F: -0.98916 -4.57753 7.00180  -0.237
F: -1.61566 3.90221 1.40255  -0.238
F: -4.82667 -2.54133 2.05606  -0.196
F: 0.32082 -4.81635 5.30394  -0.249
F: 9.70951 -2.09935 3.83326  -0.236
F: -5.43593 -4.50787 2.75785  -0.268
F: -6.74864 -3.39866 1.62715  -0.296
O: -3.40813 -1.70902 -4.09756  -0.612
O: -4.09432 -5.39298 0.53725  -0.260
O: 8.66498 0.21894 2.47756  -0.551
O: -2.72944 -5.98622 5.60681  -0.238
O: -0.55475 4.50954 -1.60679  -0.212
O: -1.85382 2.62663 -1.15809  -0.359
O: -2.52369 -4.38546 3.91691  -0.413
O: -5.16166 -3.62440 -0.62662  -0.571
O: 7.68324 -1.52591 1.35317  -0.261
N: 1.09146 -0.42478 -7.65672  0.050
N: 4.94231 4.93258 -0.51412  0.245
N: -7.31872 0.81947 0.77724  0.200
N: 0.30953 -1.14419 -0.29631  0.533
N: 3.33627 -0.33850 5.40054  0.126
C: 2.70657 0.28633 -9.58368  -1.473
C: -1.45090 3.79833 -0.90327  0.305
C: 1.29621 0.33284 -8.91797  -0.291
C: 1.12223 4.85024 -3.29031  -1.035
C: -0.77929 -2.04839 0.02554  0.175
C: -4.91618 -4.22525 0.44294  0.283
C: 4.22515 -1.42295 5.18213  -0.936
C: -9.67282 -0.00350 0.50481  -1.491
C: 6.21988 4.42684 0.02203  -0.577
C: -3.45740 -5.99003 -0.58471  -0.425
C: -0.87091 -4.37324 5.71478  0.840
C: -8.46357 -0.01007 1.36424  0.026
C: -3.41006 0.56721 -3.09705  -0.448
C: 1.96911 -0.85463 5.56664  0.119
C: 6.56499 2.95735 -0.09132  -0.906
C: -6.04171 0.19968 1.24097  -0.527
C: -1.07045 -2.06337 1.49156  -1.445
C: -4.51378 -7.42108 6.08649  -1.375
C: 8.39733 -1.91050 3.61688  0.838
C: -5.42787 -3.64492 1.73669  1.017
C: -0.26200 -0.54047 -7.14432  0.091
C: -4.04062 -0.71415 -3.58685  0.888
C: 3.78138 4.14674 -0.03079  0.054
C: -2.55808 -5.05105 -1.40465  -0.758
C: 3.72325 7.01830 -1.20176  -1.134
C: -7.53838 2.23427 1.02003  -0.737
C: -2.11343 -4.93204 5.00656  0.277
C: 0.12193 3.83833 -2.68762  0.161
C: -5.51512 -0.82786 -3.47200  -1.201
C: 1.82785 1.55827 -6.26484  -0.904
C: -4.72111 1.02650 0.94704  -0.954
C: -1.21659 -1.05154 -8.16609  -1.674
C: 2.01199 0.52048 0.55544  -0.726
C: 4.79682 6.34242 -0.32782  -0.441
C: 5.78223 -0.80926 0.06779  -0.694
C: 0.15922 -0.50478 -2.69053  0.187
C: 0.86022 -1.33178 -1.66173  -0.854
C: 1.01590 0.28738 5.89048  -1.344
C: -2.02000 4.56441 0.31657  0.838
C: 1.98515 -0.00820 -6.59010  -0.810
C: 3.49157 4.39537 1.48860  -1.172
C: -3.89532 -6.60801 4.94758  0.191
C: 0.43185 0.22743 0.35607  0.105
C: 8.22100 -0.92189 2.40199  0.498
C: 3.87514 -2.05231 3.78306  -0.756
C: 7.33335 -0.84874 0.15461  -0.485
C: -7.51715 2.60613 2.56864  -0.975
C: 5.08677 1.14620 4.15397  -0.978
C: 3.63274 0.93971 4.68245  -0.015
H: -3.41328 0.60996 -2.00789  -0.079
H: 5.67314 6.88975 -0.67511  0.407
H: 5.87010 2.21499 0.30127  0.009
H: 3.12039 -0.69917 -9.79732  0.338
H: -8.19680 -1.06463 1.43376  0.095
H: 1.60723 -1.26249 4.62282  0.015
H: 0.17364 0.08834 6.55311  0.372
H: 4.40234 4.34413 2.08524  0.260
H: 2.65739 0.71756 -10.58354  0.437
H: 3.66694 8.02293 -0.78264  0.414
H: -5.91856 -0.69596 -2.46804  0.196
H: -0.14105 0.95507 -0.21876  -0.298
H: 7.81784 0.11966 0.02978  0.269
H: -8.36519 2.26809 3.16418  0.322
H: -3.87106 0.41719 1.25404  0.094
H: -0.52794 -3.03504 -0.36360  0.205
H: 6.31999 4.53094 1.10242  0.338
H: 2.53380 0.31725 -0.37971  0.423
H: -10.32617 0.82684 0.77269  0.329
H: -7.53986 3.68964 2.68517  0.385
H: -2.40960 -5.50184 -2.38589  0.448
H: 2.96135 -0.34805 -6.93597  0.432
H: 6.98361 5.10679 -0.35544  0.462
H: 2.96866 3.56978 1.97136  0.357
H: -1.67650 -1.20526 1.78218  0.203
H: 5.28638 -0.29135 -0.75318  0.489
H: -0.68288 0.43433 -6.89793  0.104
H: 0.51173 -0.75898 -3.69014  0.032
H: -0.32907 -1.16295 -6.25206  0.239
H: 0.81739 1.72276 -5.89064  0.229
H: -0.90043 -2.06222 -8.42428  0.408
H: -5.27376 -8.12995 5.75781  0.394
H: 5.12508 2.02582 3.51140  0.210
H: 2.80294 4.33355 -0.47337  -0.455
H: 0.69303 0.66914 4.92191  0.198
H: 4.06720 7.05648 -2.23536  0.303
H: -0.91163 -0.42801 -2.50211  -0.013
H: -5.71214 -1.83219 -3.84697  0.341
H: -6.02396 -0.74711 0.70119  0.161
H: 2.42815 1.70446 -5.36686  0.399
H: 2.70579 6.63010 -1.15512  0.160
H: -0.16249 -2.04605 2.09440  0.227
H: 1.44647 4.76412 -4.32740  0.383
H: 5.47529 -1.84857 0.18491  0.407
H: 7.48393 2.75751 0.45978  0.419
H: 2.85150 5.27123 1.59474  0.383
H: 0.53464 5.76154 -3.17913  0.348
H: -1.39497 -0.55520 -9.11999  0.420
H: 4.12454 -2.17228 5.96729  0.414
H: 5.74376 1.42574 4.97758  0.348
H: -10.18971 -0.93091 0.75144  0.477
H: -4.71425 1.11011 -0.13972  0.339
H: 5.29820 -0.35241 0.93098  -0.088
H: 0.06515 0.26167 1.38196  0.544
H: 6.83151 2.78158 -1.13352  0.361
H: -2.96578 -4.06046 -1.60616  0.174
H: -3.62711 -7.24511 4.10480  0.262
H: -8.41801 2.52979 0.44817  0.404
H: -9.50362 -0.04198 -0.57129  0.302
H: 3.85788 3.06271 -0.11513  0.056
H: -1.57916 -4.91410 -0.94524  0.138
H: 3.47970 1.74929 5.39607  0.220
H: -6.05729 -0.07668 -4.04636  0.378
H: -3.00986 -6.94021 -0.29324  0.441
H: 0.63018 -0.17528 -9.61533  0.320
H: 4.68782 6.67779 0.70356  0.434
H: -1.73923 -1.79871 -0.42644  0.283
H: 2.94843 1.04634 3.84075  0.086
H: -4.21126 -6.46216 -1.21470  0.342
H: 2.11199 2.27191 -7.03819  0.356
H: -4.60558 1.99905 1.42548  0.270
H: -6.55634 2.20018 2.88510  0.212
H: -6.08264 -0.00070 2.31161  0.402
H: 1.92817 -1.12564 -1.73311  0.355
H: 4.70630 -2.73003 3.58822  0.421
H: 1.95543 -1.56031 6.39726  0.351
H: 2.07505 1.56440 0.86263  0.126
H: -2.22031 -1.14098 -7.75058  0.380
H: -3.93521 1.41696 -3.53321  0.629
H: 1.88460 -0.58339 -5.66969  0.287
H: 5.53030 0.27738 3.66763  0.005
H: 0.99051 1.35465 -8.69311  0.360
H: 1.46054 1.10473 6.45822  0.383
H: -1.53780 -3.00390 1.78327  0.465
H: 2.50332 0.00485 1.38056  -0.038
H: 7.71581 -1.34938 -0.73488  0.341
H: -8.72995 0.33070 2.36475  0.227
H: -4.88652 -6.81725 6.91386  0.335
H: -0.56411 3.44657 -3.43861  0.497
H: -6.62943 2.66144 0.59644  0.374
H: 0.62075 -2.33925 -2.00196  0.520
H: -2.38748 0.74211 -3.43148  -0.023
H: 2.99447 -2.69118 3.84916  0.410
H: 2.05014 4.82576 -2.71893  0.020
H: 0.57307 2.96707 -2.21280  -0.165
H: 3.81634 -1.36100 2.94238  -0.094
H: -4.65678 -5.88486 4.65549  0.109
H: -3.89483 -8.09032 6.68408  0.366
H: 0.41990 0.54302 -2.54132  -0.166
H: 5.24949 -1.09077 5.35093  0.409
H: 3.48254 0.87966 -9.10003  0.324